68
Properties=species:S:1:pos:R:3:mulliken_charge:R:1 method="wB97M-V/def2-TZVPD" e_homo_ha=-0.39084 charge=+1 lumo_ev=-2.64 homo_lumo_gap_ha=0.294
Cd 1.64 0.27 -0.22 0.716
C -4.60 5.31 -4.14 -1.588
C -4.51 4.93 -2.65 2.063
C -5.55 3.85 -2.37 -2.089
C -4.84 6.15 -1.79 -1.601
C -3.09 4.45 -2.34 0.289
C -2.02 5.34 -2.53 -0.562
C -0.70 4.99 -2.27 -1.710
C -0.48 3.71 -1.82 1.113
O 0.72 3.10 -1.48 -0.286
B 0.40 1.82 -1.09 0.097
O -0.99 1.63 -1.18 -0.599
C -1.51 2.83 -1.64 0.404
C -2.83 3.16 -1.88 -0.751
H -5.63 5.60 -4.39 0.442
H -4.32 4.47 -4.77 0.376
H -3.95 6.15 -4.38 0.338
H -6.55 4.24 -2.57 0.429
H -5.53 3.53 -1.32 0.418
H -5.41 2.97 -3.00 0.393
H -5.87 6.47 -1.98 0.443
H -4.19 6.99 -2.01 0.333
H -4.74 5.92 -0.73 0.382
H -2.22 6.34 -2.89 0.375
H 0.11 5.69 -2.42 0.440
H -3.61 2.44 -1.72 0.569
C 0.84 0.95 4.64 -0.865
C 1.34 0.94 3.27 0.132
N 1.73 0.93 2.19 -0.137
H 0.82 1.98 5.01 0.313
H 1.49 0.35 5.28 0.285
H -0.17 0.54 4.66 0.284
S 6.65 -3.85 1.69 -0.110
C 5.41 -2.71 1.09 0.379
C 4.52 -3.10 0.10 -0.507
C 3.58 -2.19 -0.34 -0.173
N 3.50 -0.94 0.15 -0.472
C 4.37 -0.57 1.09 -0.177
C 5.34 -1.42 1.59 -0.658
C 5.70 -4.53 3.05 0.347
C 5.79 -3.98 4.32 -0.174
C 5.04 -4.56 5.34 -0.401
N 4.25 -5.61 5.17 -0.561
C 4.18 -6.13 3.94 -0.393
C 4.89 -5.64 2.86 -0.184
H 4.56 -4.09 -0.32 0.417
H 2.86 -2.45 -1.11 0.436
H 4.28 0.44 1.46 0.472
H 6.03 -1.08 2.34 0.421
H 6.43 -3.13 4.51 0.389
H 5.09 -4.15 6.34 0.371
H 3.54 -7.00 3.83 0.363
H 4.81 -6.11 1.89 0.376
C -1.13 -4.69 -0.03 -0.907
N -1.56 -3.43 -0.60 0.061
C -2.61 -3.38 -1.61 -0.595
C -2.67 -1.89 -1.98 -0.604
N -1.57 -1.34 -1.21 0.237
C -0.97 -2.25 -0.43 0.492
S 0.32 -1.93 0.64 -0.587
H -1.93 -5.13 0.57 0.308
H -0.27 -4.52 0.61 0.277
H -0.86 -5.39 -0.83 0.320
H -3.55 -3.75 -1.19 0.346
H -2.35 -4.02 -2.45 0.318
H -3.62 -1.44 -1.68 0.309
H -2.53 -1.72 -3.05 0.331
H -1.29 -0.36 -1.22 0.086

=====

67
Properties=species:S:1:pos:R:3:mulliken_charge:R:1 method="wB97M-V/def2-TZVPD" e_homo_ha="0.07899 / -0.00237" charge=-2 multiplicity=2 lumo_ev="3.72 / 3.72" homo_lumo_gap_ha="0.058 / 0.139"
Cu 0.15 0.00 0.12 -0.748
C 2.63 0.54 5.07 -0.703
C 1.95 -0.64 4.85 -0.640
C 0.88 -0.71 3.94 -0.352
C 0.48 0.45 3.35 0.347
C 1.10 1.68 3.54 -0.447
C 2.20 1.69 4.41 -0.465
P -0.91 0.42 2.17 1.075
C -2.01 1.81 2.59 0.482
C -3.15 1.71 3.46 -0.470
C -3.85 2.89 3.79 -0.589
C -3.38 4.11 3.29 -0.498
C -2.38 4.17 2.28 -0.657
C -1.67 3.03 2.03 -0.149
C -1.77 -1.13 2.42 0.529
C -2.50 -1.58 3.50 -0.534
C -3.00 -2.85 3.62 -0.879
C -2.75 -3.78 2.72 -1.355
C -2.02 -3.41 1.55 1.254
C -2.01 -4.28 0.47 -0.812
C -1.38 -3.91 -0.66 -0.723
C -0.70 -2.66 -0.75 -0.048
C -0.74 -1.75 0.27 -0.644
C -1.50 -2.07 1.40 0.768
H 3.38 0.65 5.87 0.311
H 2.17 -1.56 5.33 0.418
H 0.40 -1.64 3.75 0.508
H 0.73 2.63 3.21 0.306
H 2.84 2.57 4.64 0.265
H -3.50 0.77 3.79 0.398
H -4.61 2.89 4.59 0.290
H -3.88 5.03 3.56 0.331
H -2.14 5.12 1.80 0.371
H -0.73 3.04 1.48 0.259
H -2.41 -0.93 4.42 0.158
H -3.60 -3.05 4.45 0.455
H -3.24 -4.74 2.64 0.232
H -2.39 -5.30 0.60 0.209
H -1.24 -4.60 -1.47 0.293
H -0.29 -2.32 -1.70 0.197
Br 2.69 -2.52 0.65 -0.089
C 3.02 -0.76 0.20 0.201
C 4.34 -0.52 -0.22 -0.743
C 4.72 0.79 -0.46 -0.332
C 3.76 1.84 -0.15 -0.862
C 2.49 1.48 0.18 -0.138
N 2.12 0.19 0.38 0.596
H 4.97 -1.36 -0.54 0.315
H 5.69 1.00 -0.87 0.403
H 4.05 2.86 -0.28 0.435
H 1.73 2.22 0.33 0.385
O 0.51 -1.24 -9.68 -0.518
C 0.24 -0.05 -9.09 0.438
O 0.00 0.95 -9.77 -0.581
C 0.19 0.07 -7.60 0.175
C 0.11 -1.03 -6.74 -0.526
C 0.38 -0.79 -5.38 -0.235
C 0.52 0.53 -4.89 0.324
S 0.94 0.79 -3.26 -0.244
C 0.40 1.63 -5.72 -0.595
C 0.18 1.41 -7.05 -0.586
H 1.37 -1.59 -9.33 0.357
H -0.14 -2.02 -7.17 0.430
H 0.53 -1.64 -4.65 0.275
H 0.57 2.65 -5.41 0.384
H 0.20 2.20 -7.77 0.408
S -0.71 0.59 -2.09 -0.422

=====

53
Properties=species:S:1:pos:R:3:mulliken_charge:R:1 method="wB97M-V/def2-TZVPD" e_homo_ha=-0.28092 lumo_ev=0.60 homo_lumo_gap_ha=0.303 de_lowest_kcal_mol=42.2
C -1.90 -1.67 2.25 -1.648
C -2.99 -1.13 1.37 1.001
C -3.60 -1.94 0.43 -0.515
C -4.64 -1.47 -0.35 -0.664
C -5.09 -0.18 -0.18 -0.740
C -4.49 0.65 0.76 -0.637
C -3.43 0.19 1.52 0.828
O -2.76 0.95 2.44 -0.463
C -3.13 2.28 2.64 -0.373
C -3.15 3.22 1.44 0.281
O -3.89 4.18 1.40 -0.665
N -2.28 2.99 0.42 -0.189
N -1.39 1.98 0.37 -0.012
C -0.75 1.80 -0.72 -0.269
C 0.21 0.75 -0.86 0.311
C 0.61 -0.13 0.12 -0.650
N 1.52 -1.01 -0.37 0.354
C 2.18 -2.05 0.37 -1.062
C 3.67 -1.82 0.46 0.603
C 4.16 -0.54 0.68 -0.123
C 5.53 -0.33 0.76 -0.705
C 6.41 -1.40 0.65 -0.409
C 5.92 -2.67 0.44 -0.578
C 4.55 -2.89 0.35 -0.381
C 1.75 -0.71 -1.69 0.192
C 2.61 -1.30 -2.61 -0.781
C 2.64 -0.78 -3.88 -0.686
C 1.84 0.30 -4.24 -0.754
C 0.99 0.90 -3.34 -0.440
C 0.94 0.40 -2.04 0.364
H -1.30 -0.85 2.65 0.338
H -2.34 -2.20 3.10 0.411
H -1.27 -2.36 1.70 0.378
H -3.25 -2.95 0.31 0.412
H -5.10 -2.11 -1.09 0.392
H -5.91 0.20 -0.77 0.406
H -4.86 1.66 0.87 0.368
H -4.13 2.36 3.10 0.336
H -2.40 2.68 3.36 0.328
H -2.37 3.62 -0.38 0.228
H -0.92 2.44 -1.59 0.341
H 0.28 -0.17 1.14 0.732
H 1.98 -3.02 -0.12 0.312
H 1.74 -2.08 1.37 0.359
H 3.48 0.29 0.76 0.374
H 5.91 0.67 0.92 0.383
H 7.47 -1.23 0.72 0.386
H 6.60 -3.51 0.35 0.376
H 4.17 -3.88 0.18 0.381
H 3.23 -2.14 -2.33 0.409
H 3.29 -1.22 -4.62 0.400
H 1.90 0.68 -5.26 0.387
H 0.38 1.74 -3.63 0.372

=====

145
Properties=species:S:1:pos:R:3:mulliken_charge:R:1 method="wB97M-V/def2-TZVPD" e_homo_ha=-0.41786 charge=+1 lumo_ev=-3.19 homo_lumo_gap_ha=0.301
C -2.02 0.47 4.09 -1.155
C -1.03 -0.21 3.14 -0.683
N -1.58 -0.66 1.85 0.721
C -1.94 0.14 0.72 0.346
P -1.12 1.81 0.95 -0.146
S -1.22 3.10 -0.50 -0.189
C -1.21 -0.31 -0.64 -2.961
O 0.03 -0.85 -0.39 -0.467
C -2.20 -1.00 -1.63 4.127
C -1.95 -0.65 -3.15 -0.950
C -0.71 0.16 -3.56 -0.943
C -0.97 1.63 -3.88 0.136
O 0.23 2.21 -4.36 -0.416
C 0.08 2.86 -5.61 -0.784
C -2.28 -2.56 -1.58 -1.582
I -4.15 -3.55 -1.49 0.040
C -1.30 -3.45 -1.89 0.139
C -1.45 -4.96 -1.83 -1.402
I 0.58 -3.02 -2.75 0.090
N -3.47 -0.17 -1.17 0.988
C -4.81 -0.32 -1.84 -0.443
C -5.13 0.52 -3.10 -1.082
C -4.41 1.85 -3.36 -0.439
I -7.26 0.78 -3.13 0.109
C -3.48 0.01 0.38 1.373
P -4.21 -1.30 1.66 -0.266
C -3.22 -2.86 1.65 -1.244
C -5.88 -1.85 1.07 -0.214
C -6.32 -3.06 1.90 -1.441
C -4.34 1.29 0.76 0.393
F -3.89 1.68 1.97 -0.266
F -5.63 0.90 0.91 -0.287
C -4.43 2.58 -0.15 0.679
F -5.67 2.64 -0.68 -0.266
F -4.23 3.65 0.63 -0.321
H -1.76 0.19 5.12 0.491
H -3.03 0.12 3.89 0.143
H -1.99 1.56 4.04 0.325
H -0.09 0.37 3.05 0.371
H -0.70 -1.13 3.63 0.377
H -1.29 -1.59 1.63 -0.073
H 0.18 1.35 1.16 0.153
H -1.53 2.29 2.19 0.059
H -0.99 0.63 -1.16 0.864
H -0.03 -1.75 -0.04 0.373
H -1.91 -1.60 -3.68 0.723
H -2.83 -0.14 -3.55 -0.077
H 0.10 0.10 -2.83 0.384
H -0.30 -0.28 -4.48 0.573
H -1.26 2.17 -2.97 -0.852
H -1.78 1.73 -4.61 0.499
H 1.07 3.17 -5.94 0.295
H -0.35 2.17 -6.36 0.362
H -0.57 3.74 -5.53 0.315
H -2.21 -5.31 -2.54 0.358
H -0.52 -5.45 -2.07 0.346
H -1.74 -5.27 -0.82 0.347
H -3.16 0.76 -1.49 -1.099
H -4.96 -1.36 -2.10 -0.374
H -5.55 -0.11 -1.07 0.814
H -5.00 -0.12 -3.98 0.983
H -3.47 1.97 -2.82 -0.197
H -5.03 2.71 -3.10 0.551
H -4.18 1.94 -4.42 0.310
H -2.47 -2.93 0.86 0.348
H -2.71 -2.90 2.61 0.358
H -3.87 -3.72 1.54 0.480
H -6.57 -1.03 1.26 0.452
H -5.97 -2.08 0.00 0.062
H -5.90 -4.00 1.54 0.330
H -6.09 -2.92 2.96 0.366
H -7.41 -3.16 1.83 0.435
H -3.71 2.60 -0.95 -0.349
C 1.11 -4.61 7.21 -0.657
O 0.71 -3.87 6.05 -0.308
C 1.43 -4.12 4.96 0.732
O 2.34 -4.89 4.86 -0.547
O 0.95 -3.36 3.96 -0.089
C 1.65 -3.53 2.72 0.050
H 0.44 -4.30 8.00 0.218
H 1.01 -5.68 7.03 0.302
H 2.14 -4.38 7.47 0.295
H 1.57 -4.56 2.37 0.344
H 2.69 -3.24 2.81 0.022
H 1.16 -2.87 2.01 -0.400
C 2.51 -8.12 2.15 -0.712
O 2.08 -7.33 1.03 -0.266
C 2.78 -7.57 -0.08 0.670
O 3.68 -8.37 -0.18 -0.538
O 2.29 -6.83 -1.07 -0.156
C 2.97 -7.04 -2.31 -0.678
H 1.86 -7.83 2.97 0.200
H 2.39 -9.18 1.93 0.358
H 3.54 -7.91 2.40 0.321
H 2.87 -8.08 -2.62 0.343
H 4.02 -6.78 -2.23 0.328
H 2.48 -6.39 -3.03 0.137
C 6.85 1.02 1.54 -0.557
O 6.62 0.57 2.87 -0.358
C 6.25 -0.70 2.98 0.922
O 6.09 -1.46 2.05 -0.558
O 6.08 -0.99 4.26 -0.357
C 5.76 -2.36 4.53 -0.190
H 7.14 2.07 1.63 0.231
H 7.66 0.45 1.08 0.224
H 5.95 0.93 0.93 0.273
H 6.58 -3.01 4.21 0.238
H 4.84 -2.64 4.03 -0.084
H 5.64 -2.44 5.60 0.257
C 11.82 -5.61 3.26 -0.629
O 11.09 -5.23 2.09 -0.339
C 10.27 -4.20 2.26 0.777
O 10.09 -3.60 3.29 -0.551
O 9.66 -3.96 1.10 -0.327
C 8.74 -2.85 1.16 -0.501
H 12.44 -6.44 2.96 0.214
H 12.44 -4.78 3.61 0.295
H 11.14 -5.91 4.05 0.298
H 9.28 -1.93 1.41 0.273
H 7.96 -3.03 1.89 0.161
H 8.31 -2.77 0.17 0.306
C -0.41 8.82 -1.24 -0.560
O 0.63 7.86 -1.43 -0.362
C 0.35 6.92 -2.32 0.809
O -0.67 6.84 -2.96 -0.578
O 1.37 6.08 -2.40 -0.369
C 1.19 5.02 -3.34 -0.343
H -0.05 9.53 -0.51 0.268
H -0.62 9.33 -2.18 0.215
H -1.32 8.34 -0.88 0.289
H 1.08 5.42 -4.35 0.336
H 0.31 4.43 -3.09 -0.017
H 2.07 4.40 -3.28 0.291
C -5.60 13.14 -2.30 -0.636
O -4.64 12.08 -2.15 -0.318
C -4.43 11.37 -3.26 0.749
O -4.97 11.54 -4.32 -0.540
O -3.52 10.43 -2.99 -0.235
C -3.20 9.59 -4.09 -0.458
H -5.65 13.62 -1.34 0.216
H -5.27 13.85 -3.06 0.297
H -6.57 12.73 -2.58 0.295
H -2.78 10.17 -4.91 0.327
H -4.08 9.05 -4.44 0.336
H -2.46 8.88 -3.72 -0.020

=====

118
Properties=species:S:1:pos:R:3:mulliken_charge:R:1 method="wB97M-V/def2-TZVPD" e_homo_ha=-0.37525 charge=+1 lumo_ev=-3.88 homo_lumo_gap_ha=0.233 de_lowest_kcal_mol=0.0
Be -15.76 -0.12 -22.56 1.168
C -14.00 -3.36 -19.84 1.896
C -13.89 -2.91 -21.32 -1.504
O -14.48 -1.69 -21.51 1.468
H -13.55 -4.36 -19.74 -0.258
H -15.04 -3.50 -19.56 -1.056
H -13.40 -2.65 -19.28 -0.957
H -14.28 -3.80 -21.86 0.164
H -12.84 -2.97 -21.69 0.183
N -10.17 1.04 -19.00 -0.620
C -10.15 0.35 -17.86 -0.279
C -10.17 -1.03 -17.85 -0.676
C -10.39 -1.75 -19.03 0.094
C -10.44 -1.00 -20.18 -0.080
C -10.33 0.39 -20.13 -0.426
H -10.07 0.89 -16.92 0.433
H -10.17 -1.57 -16.91 0.439
H -10.71 -2.78 -18.99 0.426
H -10.64 -1.40 -21.17 0.357
H -10.51 0.87 -21.09 0.368
N -14.70 -0.64 -14.42 -0.608
C -15.59 -1.64 -14.32 -0.449
C -15.62 -2.71 -15.21 -0.268
C -14.73 -2.66 -16.27 -0.109
C -13.86 -1.61 -16.44 0.153
C -13.89 -0.61 -15.48 -0.489
H -16.24 -1.67 -13.45 0.366
H -16.29 -3.55 -15.10 0.396
H -14.79 -3.44 -17.02 0.347
H -13.12 -1.75 -17.22 0.192
H -13.11 0.15 -15.46 0.426
N -13.76 0.84 -23.50 0.640
C -12.61 0.16 -23.48 -0.102
C -11.51 0.36 -24.29 -1.036
C -11.50 1.53 -25.03 -0.391
C -12.64 2.33 -25.02 -0.807
C -13.74 1.94 -24.28 -0.412
H -12.77 -0.81 -23.02 0.168
H -10.69 -0.34 -24.24 0.562
H -10.67 1.81 -25.66 0.440
H -12.68 3.28 -25.55 0.457
H -14.62 2.56 -24.30 0.405
N -15.15 -1.26 -24.86 0.462
C -14.33 -2.31 -24.95 0.242
C -14.22 -3.10 -26.08 -1.049
C -14.94 -2.75 -27.20 -0.365
C -15.75 -1.63 -27.14 -0.859
C -15.83 -0.90 -25.97 -0.337
H -13.76 -2.50 -24.05 0.031
H -13.56 -3.96 -26.05 0.451
H -14.83 -3.40 -28.06 0.415
H -16.30 -1.33 -28.02 0.436
H -16.42 0.01 -25.95 0.481
N -16.28 -5.81 -18.48 -0.113
C -16.99 -5.02 -19.28 -0.101
C -18.14 -4.36 -18.89 -0.290
C -18.65 -4.65 -17.62 -0.713
C -17.83 -5.32 -16.73 -0.305
C -16.69 -5.94 -17.23 -0.577
H -16.68 -4.92 -20.32 0.319
H -18.53 -3.67 -19.63 0.452
H -19.58 -4.21 -17.29 0.407
H -18.15 -5.34 -15.70 0.535
H -16.03 -6.51 -16.58 0.386
N -17.11 -0.67 -20.47 0.871
C -16.81 -1.11 -19.25 -0.405
C -17.74 -1.21 -18.23 -0.841
C -19.04 -0.78 -18.44 -0.523
C -19.37 -0.31 -19.70 -1.166
C -18.36 -0.22 -20.66 -0.306
H -15.78 -1.37 -19.04 0.542
H -17.47 -1.68 -17.30 0.504
H -19.78 -0.85 -17.66 0.462
H -20.32 0.17 -19.88 0.461
H -18.49 0.36 -21.57 0.373
N -9.15 -6.35 -21.30 -0.576
C -9.90 -5.51 -20.58 -0.404
C -10.81 -5.95 -19.63 0.271
C -10.84 -7.30 -19.32 -0.865
C -10.08 -8.21 -20.04 -0.221
C -9.27 -7.65 -21.04 -0.313
H -9.74 -4.46 -20.79 0.532
H -11.53 -5.27 -19.19 0.364
H -11.59 -7.64 -18.60 0.436
H -10.13 -9.27 -19.89 0.422
H -8.71 -8.32 -21.68 0.368
N -15.03 1.44 -20.79 0.588
C -15.48 2.70 -20.78 -0.412
C -15.14 3.63 -19.82 -0.783
C -14.41 3.23 -18.70 -0.473
C -14.03 1.90 -18.67 -0.579
C -14.30 1.05 -19.74 -0.668
H -15.98 3.01 -21.69 0.377
H -15.36 4.67 -20.00 0.403
H -14.19 3.93 -17.91 0.475
H -13.64 1.43 -17.78 0.360
H -13.91 0.04 -19.88 0.630
N -17.44 -1.95 -23.21 0.532
C -17.35 -3.13 -22.61 0.026
C -18.36 -4.08 -22.62 -0.749
C -19.52 -3.79 -23.35 -0.598
C -19.56 -2.63 -24.10 -0.860
C -18.51 -1.74 -23.97 -0.353
H -16.45 -3.24 -22.00 0.188
H -18.32 -5.04 -22.14 0.637
H -20.32 -4.51 -23.40 0.450
H -20.40 -2.31 -24.71 0.413
H -18.62 -0.79 -24.49 0.345
C -13.00 -6.27 -22.89 -0.388
C -14.27 -6.60 -22.11 0.884
O -15.38 -6.55 -22.60 -0.604
C -14.06 -7.29 -20.79 -0.732
H -12.65 -7.15 -23.42 0.449
H -12.25 -5.93 -22.17 -0.032
H -13.20 -5.39 -23.51 -0.078
H -14.33 -6.72 -19.90 -0.002
H -13.04 -7.67 -20.64 0.126
H -14.60 -8.24 -20.87 0.512

=====

19
Properties=species:S:1:pos:R:3:mulliken_charge:R:1 method="wB97M-V/def2-TZVPD" e_homo_ha=-0.33457 lumo_ev=0.54 homo_lumo_gap_ha=0.354 de_lowest_kcal_mol=32.2
C -0.42 0.82 0.80 0.419
C 1.17 1.28 2.50 -1.163
C 1.00 1.07 1.01 -0.128
N -0.16 -2.44 -1.95 -0.654
N -1.83 -0.26 -2.04 -0.658
N -0.81 -1.09 0.29 -0.744
O -1.41 1.44 0.67 -0.414
O 0.81 -0.09 -1.45 -0.740
P -0.46 -0.92 -1.33 0.937
H 2.25 1.44 2.70 0.333
H 0.74 2.23 2.86 0.339
H 0.96 0.53 3.36 0.310
H 1.10 1.99 0.53 0.226
H 1.51 0.32 0.49 0.460
H 0.59 -2.27 -2.57 0.294
H -0.77 -3.00 -2.65 0.306
H -2.45 0.05 -1.27 0.312
H -1.73 0.53 -2.63 0.283
H -0.10 -1.63 0.66 0.282

=====

18
Properties=species:S:1:pos:R:3:mulliken_charge:R:1 method="wB97M-V/def2-TZVPD" e_homo_ha="-0.26752 / -0.25753" lumo_ev="0.14 / -0.58" homo_lumo_gap_ha="0.273 / 0.236" de_lowest_kcal_mol=151.9
C 0.58 -0.33 2.13 -1.017
C -0.26 1.85 0.66 -0.909
C 1.31 0.76 -1.64 -1.350
C -2.07 -1.55 -0.17 -1.035
C 1.09 -0.32 -0.61 -0.240
S -0.17 0.16 0.68 0.436
H 0.67 -1.41 2.18 0.312
H 0.11 0.10 3.00 0.341
H -0.68 2.23 -0.26 0.281
H -0.76 2.22 1.54 0.327
H 2.03 0.41 -2.38 0.379
H 0.38 0.99 -2.16 0.318
H 1.69 1.66 -1.18 0.416
H -2.55 -1.74 0.76 0.333
H -2.59 -0.93 -0.87 0.326
H -1.48 -2.35 -0.58 0.371
H 2.00 -0.53 -0.05 0.413
H 0.71 -1.24 -1.06 0.297

=====

no.,total energy (eV)
1,-65919.7566
2,-186887.6093
3,-34863.2321
4,-150148.2567
5,-70656.5561
6,-21127.4603
7,-16208.1904